{
  "formula": "C6H18FNOP",
  "method": "ωB97M-V/def2-TZVPD",
  "energy_ev": -22055.782,
  "e_lumo_ev": 2.3941,
  "e_homo_ev": -1.60,
  "spin_multiplicity": 1,
  "total_charge": -1,
  "species": ["N", "C", "C", "C", "C", "P", "F", "H", "H", "H", "H", "H", "H", "H", "H", "H", "H", "H", "H", "H", "C", "C", "O", "H", "H", "H", "H", "H"],
  "positions_angstrom": [[-0.032, -0.269, -4.287], [0.615, -1.584, -4.226], [1.437, -1.704, -2.888], [0.443, -1.436, -1.707], [1.148, -1.637, -0.310], [0.532, -0.303, 0.902], [-0.096, 0.835, 2.005], [-1.033, -0.332, -4.367], [0.372, 0.335, -4.984], [-0.144, -2.392, -4.198], [1.289, -1.788, -5.081], [1.752, -2.766, -2.821], [2.306, -1.029, -2.858], [0.032, -0.414, -1.735], [-0.364, -2.186, -1.837], [0.875, -2.623, 0.115], [2.247, -1.569, -0.450], [1.519, -0.648, 1.865], [0.716, 0.746, -0.044], [-0.738, -0.933, 0.950], [-2.300, 2.438, 4.367], [-0.882, 3.003, 4.644], [-0.791, 3.323, 5.947], [-3.075, 3.176, 4.594], [-2.405, 2.164, 3.301], [-2.496, 1.537, 4.956], [-0.743, 3.829, 3.895], [-0.182, 2.225, 4.252]],
  "forces_ev_per_a": [[0.273, -0.386, -0.100], [0.769, -0.071, 0.880], [-1.624, -0.259, -0.274], [1.244, -0.786, 0.532], [-0.431, 0.379, -0.713], [-0.445, -0.080, 0.505], [0.582, -0.639, -0.849], [0.014, 0.163, -0.236], [-0.230, 0.008, -0.118], [0.308, 0.439, -0.125], [-0.414, 0.197, 0.219], [0.239, 0.573, 0.109], [-0.311, -0.230, -0.076], [0.045, -0.425, -0.393], [0.122, 0.608, 0.215], [0.381, 0.385, -0.121], [-0.503, -0.107, 0.224], [-0.294, 0.260, -0.160], [0.033, -0.310, 0.401], [0.255, 0.220, -0.030], [-0.037, -0.153, -0.983], [-1.027, -0.372, 0.555], [0.688, 0.267, -0.093], [0.122, 0.052, 0.149], [-0.086, -0.038, 0.006], [0.133, 0.094, 0.140], [-0.001, 0.324, 0.089], [0.193, -0.113, 0.245]]
}

{
  "formula": "C6H18GdN3O3PS8Sb",
  "method": "ωB97M-V/def2-TZVPD",
  "energy_ev": -140473.751,
  "e_lumo_ev": [4.0874, 3.6151],
  "e_homo_ev": [1.06, -0.34],
  "spin_multiplicity": 8,
  "total_charge": -2,
  "s2": 15.827,
  "species": ["Gd", "S", "Sb", "S", "S", "S", "S", "S", "S", "S", "C", "P", "C", "C", "O", "H", "H", "H", "H", "H", "H", "H", "H", "H", "N", "C", "N", "O", "H", "H", "H", "H", "C", "C", "N", "O", "H", "H", "H", "H", "H"],
  "positions_angstrom": [[0.203, 0.303, -0.958], [4.365, -4.072, -1.179], [2.574, -2.925, -0.237], [1.630, -1.683, -2.062], [3.823, -1.364, 0.984], [1.068, -3.943, 1.235], [-1.334, 2.724, -1.310], [-2.299, 2.649, -3.113], [-1.293, 1.859, -4.689], [0.273, 0.839, -4.124], [-1.696, 1.022, 3.110], [-0.781, -0.377, 2.645], [0.108, -0.996, 4.037], [-1.821, -1.761, 2.161], [0.034, -0.072, 1.312], [-2.779, 0.783, 3.195], [-1.636, 1.878, 2.374], [-1.445, 1.375, 4.104], [0.619, -0.226, 4.701], [0.962, -1.593, 3.632], [-0.566, -1.661, 4.616], [-2.501, -1.558, 1.257], [-2.403, -2.233, 2.938], [-1.141, -2.485, 1.835], [-2.241, -1.492, -3.697], [-2.615, -1.231, -2.407], [-3.834, -1.671, -1.997], [-1.873, -0.507, -1.644], [-2.936, -1.814, -4.349], [-1.453, -0.886, -4.097], [-4.141, -2.598, -2.400], [-3.920, -1.697, -0.984], [2.837, 3.690, -1.084], [2.976, 2.337, -0.485], [4.062, 1.904, 0.107], [1.993, 1.510, -0.665], [2.830, 3.916, -2.150], [3.538, 4.414, -0.649], [1.887, 4.122, -0.702], [4.818, 2.638, 0.311], [4.110, 0.880, 0.428]],
  "forces_ev_per_a": [[-0.161, -0.344, -0.227], [-0.630, -0.497, -0.052], [1.344, 0.340, 0.033], [-0.286, -0.528, -0.026], [-0.159, 0.821, 0.539], [-0.183, 0.068, -0.307], [0.496, 0.047, 0.694], [-0.785, 0.247, -0.641], [-0.747, 0.519, -0.629], [0.685, -0.503, 0.606], [-2.206, 2.222, 0.190], [2.111, -0.923, -5.193], [1.801, -0.025, 1.195], [-2.201, 1.119, -0.722], [-1.632, -0.273, 3.676], [0.561, -0.061, -0.230], [0.222, -1.095, 0.674], [0.370, 0.172, 0.101], [-0.986, -0.733, -0.852], [-0.690, 0.057, 0.034], [0.464, 0.419, -0.172], [1.066, 0.163, 1.374], [-0.329, 0.102, 0.487], [1.510, -1.309, -0.696], [0.830, 1.149, 0.344], [2.938, 2.379, 0.044], [-0.968, -2.209, 0.116], [-2.759, -2.354, -1.743], [0.001, 0.034, 0.078], [-1.121, -1.130, 0.972], [0.570, 1.627, 0.496], [0.114, 0.216, -0.288], [-0.490, 2.519, 1.553], [-2.542, -3.153, -1.794], [1.851, 1.561, 0.915], [3.020, 2.899, 0.660], [0.060, -1.138, -0.085], [0.453, -0.317, -0.060], [0.140, -0.612, -0.387], [-1.534, -2.015, -0.452], [-0.198, 0.539, -0.225]]
}

{
  "formula": "C6H18N",
  "method": "ωB97M-V/def2-TZVPD",
  "energy_ev": -7998.036,
  "e_lumo_ev": [0.9919, 0.6265],
  "e_homo_ev": [-3.79, -10.80],
  "spin_multiplicity": 2,
  "s2": 0.751,
  "species": ["C", "C", "N", "H", "H", "H", "H", "H", "H", "H", "H", "C", "C", "C", "C", "H", "H", "H", "H", "H", "H", "H", "H", "H", "H"],
  "positions_angstrom": [[-0.372, 0.428, -2.265], [-1.730, 0.827, -2.028], [-0.127, -1.295, -2.646], [0.036, 1.124, -3.025], [0.194, 0.365, -1.327], [-2.403, 0.103, -1.413], [-2.365, 1.184, -2.784], [0.154, -1.180, -3.627], [0.845, -1.468, -2.093], [-1.012, -1.747, -2.359], [-1.483, 1.677, -1.187], [0.700, -0.046, 1.382], [-0.547, 0.882, 1.800], [1.939, 0.653, 2.032], [0.328, -1.504, 1.690], [0.821, -0.135, 0.313], [-1.390, 0.189, 1.537], [2.110, 1.719, 1.644], [1.700, 0.617, 3.015], [3.033, 0.311, 1.858], [1.187, -1.872, 2.166], [-0.492, -1.696, 2.366], [0.028, -2.104, 0.777], [-0.716, 1.846, 1.227], [-0.440, 1.124, 2.946]],
  "forces_ev_per_a": [[1.814, -2.083, -0.641], [-2.022, 0.459, 5.355], [1.588, 4.059, 0.776], [0.501, -1.113, 0.429], [-0.003, 0.570, -0.629], [1.374, 0.975, -0.957], [-0.298, 0.626, -1.285], [-0.614, -0.980, -0.481], [-1.362, -0.564, -0.385], [0.234, -0.626, -0.404], [-1.289, -1.264, -1.975], [-1.020, 1.727, -0.144], [0.320, -0.676, -0.073], [2.215, 0.183, -3.920], [-0.290, -0.112, -0.498], [0.133, 0.874, -0.437], [0.140, 1.086, 0.813], [-1.103, -1.234, 0.708], [-0.052, 0.432, 3.383], [-1.980, -0.531, 0.251], [1.207, -1.462, 0.400], [-0.315, 0.545, 0.507], [0.810, 0.747, 0.778], [0.603, -1.041, 0.657], [-0.593, -0.597, -2.229]]
}

{
  "formula": "C6H18N3",
  "method": "ωB97M-V/def2-TZVPD",
  "energy_ev": -10976.767,
  "e_lumo_ev": -3.0325,
  "e_homo_ev": -13.93,
  "spin_multiplicity": 1,
  "total_charge": 1,
  "species": ["C", "C", "C", "H", "H", "H", "H", "H", "H", "H", "H", "C", "C", "C", "N", "N", "N", "H", "H", "H", "H", "H", "H", "H", "H", "H", "H"],
  "positions_angstrom": [[-1.739, -0.777, -2.346], [-0.706, 0.379, -2.463], [-1.955, -1.231, -0.873], [-1.385, -1.559, -3.008], [-2.770, -0.535, -2.568], [-0.921, 1.115, -3.239], [-0.686, 0.802, -1.456], [-1.992, -0.325, -0.280], [-1.284, -2.022, -0.575], [0.231, 0.047, -2.921], [-2.884, -1.786, -0.845], [0.744, 1.358, 1.969], [0.112, 2.281, 1.029], [1.517, -0.845, 1.221], [1.810, 0.492, 1.237], [0.910, -1.437, 2.253], [1.940, -1.436, 0.104], [1.391, 1.865, 2.716], [0.052, 0.899, 2.669], [-0.401, 1.964, 0.123], [0.641, 3.049, 0.438], [2.111, 0.994, 0.415], [0.394, -0.883, 2.919], [1.168, -2.294, 2.719], [2.154, -0.815, -0.657], [2.028, -2.431, -0.019], [-0.483, 3.130, 1.436]],
  "forces_ev_per_a": [[0.341, 0.115, 0.632], [-0.849, -0.467, -0.608], [0.145, -0.759, -1.537], [-0.418, -0.452, 0.061], [0.083, 0.655, -1.045], [-0.806, 0.360, 0.424], [0.779, 0.451, -0.481], [0.028, -0.250, 0.629], [0.944, 0.326, 0.581], [0.370, -0.411, 1.057], [-0.559, 0.357, 0.243], [3.292, 0.820, 1.095], [-1.420, 3.646, -2.182], [1.570, 1.390, -1.348], [-3.760, -0.468, 2.189], [-0.352, -0.139, 0.636], [-0.161, -0.692, 0.728], [-0.502, 0.426, -0.555], [-0.216, -0.896, -0.774], [-0.740, -1.247, 0.690], [1.948, -0.628, 0.584], [0.046, -0.480, -0.308], [0.309, 0.431, -0.259], [0.279, -0.428, -0.977], [0.274, -0.334, -0.182], [-0.181, 0.000, -0.032], [-0.445, -1.326, 0.737]]
}

> Which formula does entry 3 have?

C6H18N